# 1
The following is a quantum chemistry calculation of the molecule C21H24N4O3S, from the Open Molecules 2025 dataset.

The geometry in XYZ format:
```
53
Properties=species:S:1:pos:R:3:forces:R:3:mulliken_charge:R:1
C 4.0406 1.3529 -2.2702 0.11 -0.02 -0.08 -0.92
O 3.3213 1.6321 -1.1001 -0.19 0.10 0.20 -0.16
C 4.1375 1.7697 0.0386 0.10 0.17 0.16 -0.62
C 3.2633 2.1371 1.2338 0.05 -0.40 -0.34 -0.66
C 2.3740 0.9761 1.6889 0.42 0.42 0.33 -0.94
N 1.4506 0.5680 0.6678 -0.76 -0.27 -0.47 0.62
C 0.3982 1.2891 0.1913 0.04 -0.03 0.03 0.02
S -0.1209 2.7934 0.8808 -0.10 0.45 0.08 -0.20
C -1.7756 2.8368 0.1280 0.44 -0.23 0.19 -0.55
C -2.6006 1.6846 0.6955 0.03 0.14 -0.10 0.47
O -2.6627 1.5240 1.8992 -0.06 0.03 0.17 -0.67
N -3.2525 0.9073 -0.1974 -0.08 0.02 0.04 0.24
C -3.1200 0.9891 -1.6538 0.25 0.28 -0.61 -0.63
C -3.9370 -0.1825 -2.2223 -0.02 -0.01 -0.04 -0.71
C -4.5379 -0.8135 -1.0041 0.04 0.08 0.16 0.66
C -5.3990 -1.8846 -0.9154 0.06 0.08 0.08 -0.61
C -5.8249 -2.2995 0.3399 -0.10 -0.13 0.01 -0.50
C -5.3851 -1.6455 1.4776 -0.05 -0.06 -0.06 -0.57
C -4.5166 -0.5659 1.3991 0.06 0.09 0.24 -0.78
C -4.0977 -0.1564 0.1449 -0.36 -0.42 0.02 0.10
N -0.1690 0.6751 -0.8129 -0.19 0.91 0.23 0.18
N 0.5118 -0.4606 -1.0260 0.51 -1.06 -0.28 -1.00
C 1.4798 -0.5315 -0.1547 -0.23 0.15 0.21 0.78
C 2.4345 -1.6150 -0.0620 0.41 -0.49 0.57 0.67
C 3.2197 -2.1160 -1.1412 0.35 -0.38 0.22 -1.04
C 3.9634 -3.1243 -0.6230 -0.13 0.40 -0.81 -0.70
O 3.6899 -3.2943 0.6844 0.03 -0.14 0.47 -0.39
C 2.7578 -2.3814 1.0295 -0.58 0.62 -0.24 0.29
C 2.2232 -2.4163 2.4180 0.28 -0.17 -0.19 -1.44
H 4.7189 2.1775 -2.5251 -0.02 -0.03 -0.02 0.32
H 4.6302 0.4333 -2.1645 -0.01 0.02 -0.03 0.37
H 3.3047 1.2263 -3.0613 0.07 -0.02 -0.07 0.26
H 4.8851 2.5614 -0.1306 -0.04 -0.10 0.02 0.50
H 4.6798 0.8280 0.2305 -0.02 0.07 -0.01 0.29
H 3.9015 2.4306 2.0675 0.00 0.05 0.03 0.50
H 2.6353 2.9850 0.9570 0.08 0.11 0.05 0.34
H 2.9933 0.1141 1.9429 -0.10 0.08 0.05 0.38
H 1.7995 1.2865 2.5684 0.07 -0.17 -0.02 0.22
H -2.2129 3.7802 0.4572 0.00 -0.05 -0.04 0.41
H -1.6477 2.8254 -0.9489 -0.13 0.04 0.00 0.30
H -3.5101 1.9493 -2.0057 0.05 -0.09 -0.01 0.36
H -2.0620 0.8958 -1.9141 -0.25 0.13 0.01 0.30
H -4.7070 0.1561 -2.9177 0.05 0.00 -0.01 0.32
H -3.2967 -0.8921 -2.7486 0.01 0.05 -0.04 0.32
H -5.7363 -2.3907 -1.8078 -0.04 -0.06 -0.09 0.42
H -6.5017 -3.1363 0.4265 -0.06 -0.08 0.02 0.38
H -5.7226 -1.9767 2.4484 -0.02 -0.03 0.08 0.39
H -4.1762 -0.0609 2.2866 0.02 0.01 0.00 0.50
H 3.2032 -1.7566 -2.1481 0.04 0.04 -0.27 0.65
H 4.6940 -3.7770 -1.0574 0.10 -0.14 0.02 0.48
H 2.9707 -2.0857 3.1403 0.00 0.04 0.07 0.31
H 1.3440 -1.7831 2.4956 -0.05 0.04 0.00 0.29
H 1.9467 -3.4379 2.6744 -0.07 -0.02 0.06 0.43
```
Positions in Å, forces in eV/Å.

Output
**ΔE to the lowest compared entry with this formula, charge and spin**: 47.6 kcal/mol
**HOMO-LUMO gap**: 8.56 eV
**SMILES**: COCCCn1c(SCC(=O)N2CCc3ccccc32)nnc1-c1ccoc1C

***

# 2
The following is a quantum chemistry calculation of the molecule C4H10OSi2, from the Open Molecules 2025 dataset.

The geometry in XYZ format:
```
17
Properties=species:S:1:pos:R:3:forces:R:3:mulliken_charge:R:1
C 1.4710 2.3823 0.0897 2.13 3.87 -2.61 -0.47
C 0.9607 1.3388 0.6163 -2.34 -3.01 1.02 -0.19
Si -0.0205 0.1968 -0.5259 -1.93 -2.05 1.89 0.25
O -0.1410 0.6023 -2.0980 1.18 1.70 -2.34 -0.49
Si -2.4821 -0.1648 0.5340 3.27 2.85 0.26 0.46
C 0.6849 -1.6014 -0.5141 0.70 0.83 0.91 -0.18
C 0.7712 -2.4864 0.5179 0.85 -0.20 -3.02 -0.67
H 2.1360 3.1659 0.6278 -1.42 -1.26 -1.08 0.23
H 1.2416 2.4776 -1.0474 1.04 0.52 1.96 0.06
H 0.8911 1.1469 1.6870 0.51 -0.09 -0.10 0.33
H 0.3804 1.1338 -2.7987 -1.26 -1.46 2.34 0.34
H -2.9163 1.1477 1.1517 -0.14 -0.29 -0.60 -0.13
H -3.3624 -0.7503 -0.3387 -1.68 -0.81 -1.68 -0.17
H -2.4747 -0.9479 1.7050 0.33 -1.17 1.18 -0.16
H 1.3113 -1.6579 -1.4406 -0.21 -0.70 0.95 0.27
H 1.3825 -3.3938 0.4745 0.16 0.32 -0.51 0.24
H 0.1664 -2.5894 1.3593 -1.19 0.96 1.43 0.28
```
Positions in Å, forces in eV/Å.

Output
**ΔE to the lowest compared entry with this formula, charge and spin**: 42.9 kcal/mol
**HOMO-LUMO gap**: 8.90 eV
**SMILES**: C=C[Si](O)([SiH3])C=C

***

# 3
The following is a quantum chemistry calculation of a structure of composition C38H30Cl2N3O4PPtS, from the Open Molecules 2025 dataset.

The geometry in XYZ format:
```
80
Properties=species:S:1:pos:R:3:forces:R:3:mulliken_charge:R:1
Pt -0.3775 -0.8685 -0.2202 0.17 -0.07 0.43 1.98
O -3.0817 -1.7091 -3.0620 0.13 0.03 0.01 -0.49
C -2.3840 -1.0685 -2.3513 -0.07 0.06 -0.02 0.65
O -1.2783 -1.6145 -1.7704 0.02 -0.14 0.05 -0.74
C -2.6501 0.3969 -2.0190 0.13 -0.02 -0.06 -1.07
P -1.4378 1.0724 -0.8481 -0.05 0.17 -0.28 1.08
C -0.3603 2.2064 -1.6978 0.02 -0.05 0.04 0.99
C 0.0152 1.8830 -3.0069 -0.02 0.01 -0.02 -0.73
C 0.9101 2.6917 -3.6840 0.01 -0.01 0.00 -0.99
C 1.4339 3.8197 -3.0612 -0.01 0.00 0.01 -0.54
C 1.0756 4.1331 -1.7567 -0.01 0.02 0.01 -1.05
C 0.1855 3.3259 -1.0655 0.07 -0.03 0.05 -0.24
C -2.2366 1.7265 0.5921 0.03 -0.11 0.09 0.74
C -2.5836 3.0736 0.7130 -0.10 -0.01 -0.02 -0.17
C -3.2794 3.4905 1.8359 0.01 0.02 -0.01 -0.90
C -3.6273 2.5799 2.8246 0.01 -0.01 0.00 -0.61
C -3.3000 1.2349 2.6975 -0.01 -0.01 0.01 -0.79
C -2.6106 0.8075 1.5791 0.08 0.07 0.03 -0.42
H -3.6516 0.4950 -1.5984 0.00 -0.03 0.03 0.48
H -2.6309 0.9692 -2.9479 -0.06 0.01 0.01 0.61
H -0.3868 1.0068 -3.5039 0.00 0.01 0.00 0.41
H 1.1886 2.4513 -4.7012 0.00 0.00 0.00 0.51
H 2.1208 4.4603 -3.5983 0.00 0.00 0.00 0.46
H 1.4854 5.0109 -1.2755 0.00 0.00 0.00 0.49
H -0.0628 3.5627 -0.0390 -0.03 0.01 0.00 0.21
H -2.3482 3.7863 -0.0662 0.04 0.00 0.01 0.59
H -3.5542 4.5316 1.9361 -0.01 0.00 0.00 0.48
H -4.1696 2.9177 3.6976 0.00 0.00 0.00 0.46
H -3.5844 0.5252 3.4623 0.02 0.00 0.01 0.47
H -2.3611 -0.2486 1.4924 -0.03 -0.02 0.03 0.18
S 5.5417 0.4350 -2.3837 -0.08 0.06 -0.08 -0.15
C 3.9416 0.0597 -1.8506 0.11 -0.06 0.03 1.40
C 3.2376 -1.1039 -2.1995 -0.07 0.02 -0.06 -0.78
C 1.9845 -1.3212 -1.6931 0.01 0.16 -0.04 -1.04
N 1.4226 -0.4154 -0.8618 -0.27 -0.03 -0.15 -0.17
C 2.0713 0.7022 -0.4817 0.11 -0.07 0.04 -0.55
C 3.3235 0.9620 -0.9659 -0.05 -0.01 0.06 -1.22
C 5.8022 -0.7712 -3.6683 0.03 -0.03 0.05 -0.01
C 6.5045 -1.9356 -3.4016 0.02 0.02 0.02 0.00
C 6.6824 -2.8341 -4.4486 -0.02 0.04 -0.01 -0.35
N 6.2190 -2.6229 -5.6753 0.01 -0.03 -0.03 -0.53
C 5.5692 -1.4896 -5.9189 0.00 0.01 0.03 -0.38
C 5.3324 -0.5233 -4.9491 0.00 -0.02 -0.02 0.02
H 3.6639 -1.8417 -2.8641 0.00 -0.01 0.01 0.44
H 1.4095 -2.2055 -1.9334 -0.03 0.01 0.01 0.58
H 1.5790 1.3560 0.2226 -0.01 -0.01 0.04 0.75
H 3.8260 1.8665 -0.6506 0.00 0.00 0.01 0.54
H 6.9139 -2.1381 -2.4212 -0.02 -0.01 0.00 0.42
H 7.2214 -3.7601 -4.2876 0.00 0.00 0.00 0.38
H 5.2244 -1.3397 -6.9352 0.00 -0.01 0.00 0.38
H 4.8122 0.3929 -5.1936 0.00 0.00 0.00 0.45
Cl 0.3518 2.8145 2.7906 -0.01 -0.01 -0.04 0.06
C 0.8748 2.7607 4.4655 -0.06 0.00 0.08 0.07
C 1.1364 3.9526 5.1108 0.00 0.03 0.00 -0.71
C 1.5376 3.9229 6.4367 0.00 -0.06 0.00 -0.54
C 1.7118 2.7058 7.0755 0.00 0.05 0.00 -0.59
C 1.4757 1.5194 6.4007 0.06 -0.01 -0.02 0.90
Cl 1.8634 0.0322 7.1901 -0.03 -0.01 0.00 -0.16
C 1.0047 1.5115 5.0821 -0.09 0.12 -0.04 -0.41
N 0.7479 0.3498 4.3615 0.42 -0.20 -0.05 0.57
C -0.0108 -0.7447 4.7945 -0.17 0.05 0.04 0.45
C -0.9643 -0.5997 5.8031 0.04 0.07 -0.11 -0.13
C -1.7022 -1.6838 6.2365 -0.03 -0.14 0.00 -0.83
C -1.5128 -2.9393 5.6693 0.02 0.08 -0.02 -0.76
C -0.5761 -3.0868 4.6605 -0.11 0.01 -0.01 -0.65
C 0.1757 -2.0046 4.2130 0.04 -0.02 0.08 0.20
C 1.2327 -2.2337 3.1496 0.06 -0.09 -0.03 -1.53
C 0.7384 -1.7939 1.8227 -0.08 -0.02 -0.19 1.03
O 0.5449 -2.5474 0.8282 -0.03 0.00 0.04 -0.73
O 0.4046 -0.5517 1.6265 0.00 0.17 -0.16 -0.28
H 1.0136 4.8886 4.5844 0.01 0.00 0.00 0.45
H 1.7331 4.8453 6.9647 0.00 0.00 0.00 0.39
H 2.0653 2.6629 8.0961 0.00 0.00 0.00 0.46
H 0.9170 0.4216 3.3729 -0.16 0.03 0.03 -0.33
H -1.1150 0.3767 6.2467 0.01 -0.01 0.02 0.60
H -2.4307 -1.5515 7.0252 0.01 0.00 0.01 0.46
H -2.0809 -3.7916 6.0145 0.01 0.00 0.00 0.44
H -0.4086 -4.0631 4.2212 0.00 0.00 0.00 0.44
H 1.4748 -3.2908 3.0588 0.03 0.00 0.09 0.56
H 2.1456 -1.6776 3.3886 -0.03 0.05 -0.02 0.33
```
Positions in Å, forces in eV/Å.

Output
**HOMO-LUMO gap**: 3.43 eV
**Total charge**: +2

***

# 4
The following is a quantum chemistry calculation of the molecule C10H18N2O3, from the Open Molecules 2025 dataset.

The geometry in XYZ format:
```
33
Properties=species:S:1:pos:R:3:forces:R:3:mulliken_charge:R:1
C -0.9842 2.1409 2.4772 1.25 1.51 1.16 -1.18
C -0.1862 2.2668 1.0610 -3.75 0.14 0.56 0.25
C -0.9889 3.4081 0.4388 0.30 -0.77 -3.61 -1.65
C -0.2639 1.0596 0.0708 -0.77 -0.63 2.62 -0.85
N -1.6212 0.5324 -0.0517 -0.31 1.07 -1.98 -0.41
C 0.7843 -0.0253 0.5412 -0.95 4.43 -0.68 0.68
O 1.5499 0.4764 1.3625 0.62 -2.51 0.13 -0.73
N 0.7742 -1.1857 -0.0921 2.07 -1.52 0.98 0.11
C 1.7737 -2.1720 0.1587 5.15 3.47 -0.08 -0.92
C 2.5092 -2.2768 -1.2048 -2.15 -1.47 -1.61 -0.71
C 1.1717 -2.3480 -2.2389 1.41 0.66 -0.04 -0.45
C 0.1704 -1.5137 -1.3207 -1.83 0.43 -1.53 0.05
C -1.2942 -1.9533 -0.9814 2.44 0.52 -2.08 0.29
O -2.1462 -1.8050 -1.8240 -0.32 -1.13 1.89 -0.59
O -1.2512 -2.4529 0.2949 -0.17 0.31 -1.78 -0.43
H -2.1539 2.4736 2.4756 2.98 -1.04 -0.19 0.30
H -0.8107 1.1727 3.0705 -0.28 1.44 -0.91 0.31
H -0.3527 3.0357 3.0334 -2.06 -2.30 -0.71 0.32
H 0.7787 2.6277 1.2829 1.16 -0.15 0.02 0.60
H -0.8977 3.3761 -0.7085 0.27 0.20 1.26 0.33
H -0.7308 4.3999 0.6838 0.47 1.07 0.77 0.39
H -2.0459 3.2954 0.5287 -0.80 -0.10 0.53 0.39
H -0.1196 1.4522 -0.8887 1.25 0.37 -1.54 0.71
H -2.0614 0.4648 0.8288 -0.61 -0.01 1.16 0.25
H -2.1756 1.2093 -0.6497 0.69 -1.30 1.10 0.26
H 1.5182 -2.9869 0.7090 -1.37 -2.74 0.86 0.49
H 2.5587 -1.6670 0.8152 -1.07 -0.56 -0.38 0.32
H 3.2394 -1.4375 -1.3015 -1.06 -0.45 -0.36 0.31
H 2.9924 -3.2013 -1.5393 0.39 0.07 1.03 0.37
H 1.4618 -1.6797 -3.2400 -1.19 -2.23 2.46 0.26
H 0.8393 -3.5041 -2.4700 0.95 3.17 0.54 0.30
H 0.0997 -0.6050 -1.8823 -0.79 0.58 -0.33 0.24
H -2.1371 -2.5776 0.5605 -1.91 -0.51 0.72 0.41
```
Positions in Å, forces in eV/Å.

Output
**ΔE to the lowest compared entry with this formula, charge and spin**: 99.5 kcal/mol
**HOMO-LUMO gap**: 9.78 eV
**SMILES**: CC(C)[C@H](N)C(=O)N1CCC[C@H]1C(=O)O

***

Number 1: E_HOMO -7.89 eV, DFT total energy -45104.2773 eV. Number 2: E_HOMO -8.45 eV, DFT total energy -22110.4696 eV. Number 3: E_HOMO -12.30 eV, DFT total energy -100954.2768 eV. Number 4: E_HOMO -9.22 eV, DFT total energy -19781.5731 eV.